Formula: C23H32F3O6P
Source: OMol25
Level of theory: wB97M-V/def2-TZVPD

Values from the calculation:
Electronic energy in hartree: -1988.13150
SMILES: CCC[C@@H](C)O[P@@](=O)(OCOC(C)=O)O[C@@H](F)CC.Fc1ccccc1.Fc1ccccc1
Orbital gap in eV: 10.01
Highest occupied orbital energy in eV: -9.379

```
65
Properties=species:S:1:pos:R:3:lowdin_charge:R:1
C 0.89802 3.07875 3.63420 -0.101
C 1.17249 3.96596 2.41773 -0.244
C 1.46728 3.18799 1.14131 -0.164
C 0.40325 2.15458 0.79932 -0.380
C -0.87673 2.78549 0.28489 -0.014
O 0.97824 1.31012 -0.25028 -0.121
P 0.70289 -0.22255 -0.16427 0.409
O 0.94498 -0.91567 1.10756 -0.202
O -0.81554 -0.34649 -0.64697 -0.107
C -1.49944 -1.53755 -0.29955 -0.220
O -2.42512 -1.21954 0.70529 0.041
C -2.09552 -1.52366 2.00221 -0.519
C -1.44703 -2.84733 2.25162 0.014
O -2.37771 -0.75957 2.86492 0.142
O 1.58087 -0.74080 -1.37984 -0.073
C 2.28551 -1.96863 -1.27319 -0.388
F 2.14605 -2.54958 -2.52230 0.022
C 3.74789 -1.77109 -0.96941 -0.169
C 4.07493 -1.73868 0.52066 -0.087
H 1.57063 2.22102 3.64000 0.079
H -0.12109 2.69662 3.63144 0.071
H 1.05937 3.64235 4.54936 0.069
H 2.04527 4.58027 2.63820 0.105
H 0.33843 4.64505 2.24141 0.103
H 1.53571 3.85120 0.27948 0.099
H 2.41892 2.65874 1.21064 0.125
H 0.17085 1.56173 1.68293 0.124
H -1.56176 2.02884 -0.08437 0.077
H -0.63463 3.46605 -0.53254 0.089
H -1.34703 3.36179 1.07777 0.088
H -0.80103 -2.30074 0.03149 0.107
H -2.03635 -1.88980 -1.17533 0.147
H -1.54342 -3.52968 1.41369 0.066
H -1.82170 -3.28587 3.16771 0.097
H -0.37992 -2.65687 2.38664 0.091
H 1.80322 -2.64575 -0.56886 0.146
H 4.10355 -0.88237 -1.48638 0.125
H 4.24657 -2.63008 -1.41995 0.119
H 3.46860 -2.46371 1.05961 0.075
H 3.83749 -0.76913 0.95567 0.070
H 5.12967 -1.92655 0.69615 0.072
F 2.87072 5.03109 -1.34480 0.049
C 2.30395 5.55445 -2.45194 -0.288
C 2.08070 6.91490 -2.50822 -0.018
C 1.49515 7.44300 -3.64958 -0.085
C 1.14022 6.61275 -4.70379 -0.098
C 1.37327 5.24704 -4.61845 -0.083
C 1.96260 4.70596 -3.48518 -0.015
H 2.36124 7.54129 -1.67230 0.117
H 1.31617 8.50770 -3.71416 0.104
H 0.68192 7.02983 -5.59013 0.100
H 1.09414 4.59700 -5.43653 0.105
H 2.15619 3.64532 -3.39632 0.119
F -1.86765 -6.04979 1.57857 0.046
C -3.07212 -6.40051 1.07677 -0.289
C -3.25574 -6.37270 -0.29043 -0.021
C -4.49540 -6.73085 -0.79989 -0.083
C -5.52309 -7.10308 0.05523 -0.095
C -5.31100 -7.11992 1.42682 -0.081
C -4.07509 -6.76846 1.94949 -0.016
H -2.44087 -6.07678 -0.93755 0.116
H -4.65704 -6.71941 -1.86916 0.105
H -6.48804 -7.37937 -0.34709 0.101
H -6.11106 -7.40635 2.09566 0.105
H -3.88585 -6.77799 3.01430 0.118
```